{
  "formula": "C50H136BF6N13O16PbS2",
  "method": "the ωB97M-V functional and the def2-TZVPD basis",
  "lumo_energy_ev": -3.659,
  "homo_lumo_gap_ev": 5.44,
  "energy_ev": -150066.6542,
  "relative_energy_kj_mol": 1200.6,
  "charge": 0,
  "species": ["Pb", "C", "F", "F", "F", "S", "O", "O", "N", "S", "O", "O", "C", "F", "F", "F", "B", "H", "H", "H", "H", "C", "C", "C", "O", "C", "N", "H", "H", "H", "H", "H", "H", "H", "H", "H", "H", "H", "C", "C", "C", "O", "C", "N", "H", "H", "H", "H", "H", "H", "H", "H", "H", "H", "H", "C", "C", "C", "O", "C", "N", "H", "H", "H", "H", "H", "H", "H", "H", "H", "H", "H", "C", "C", "C", "O", "C", "N", "H", "H", "H", "H", "H", "H", "H", "H", "H", "H", "H", "C", "C", "C", "O", "C", "N", "H", "H", "H", "H", "H", "H", "H", "H", "H", "H", "H", "C", "C", "C", "O", "C", "N", "H", "H", "H", "H", "H", "H", "H", "H", "H", "H", "H", "C", "C", "C", "O", "C", "N", "H", "H", "H", "H", "H", "H", "H", "H", "H", "H", "H", "C", "C", "C", "O", "C", "N", "H", "H", "H", "H", "H", "H", "H", "H", "H", "H", "H", "C", "C", "C", "O", "C", "N", "H", "H", "H", "H", "H", "H", "H", "H", "H", "H", "H", "C", "C", "C", "O", "C", "N", "H", "H", "H", "H", "H", "H", "H", "H", "H", "H", "H", "C", "C", "C", "O", "C", "N", "H", "H", "H", "H", "H", "H", "H", "H", "H", "H", "H", "C", "C", "C", "O", "C", "N", "H", "H", "H", "H", "H", "H", "H", "H", "H", "H", "H"],
  "xyz": [[-1.88425, -4.57806, -2.17792], [3.14251, -0.87749, -1.65888], [3.45285, -1.05867, -2.90223], [4.22694, -0.57013, -0.94305], [2.27879, 0.07915, -1.59726], [2.25414, -2.51332, -0.98739], [2.13019, -3.45287, -2.13091], [3.08982, -3.06459, 0.11160], [0.66297, -1.98447, -0.49829], [0.84642, -1.31949, 0.88498], [0.50107, -2.13729, 1.99251], [2.04391, -0.49958, 1.03253], [-0.58361, 0.07473, 0.72372], [-0.65567, 0.81576, 1.84928], [-0.33222, 0.93407, -0.29136], [-1.74808, -0.58228, 0.50810], [-1.81735, -8.08284, -3.25101], [-0.88356, -7.54400, -3.29496], [-2.59290, -7.44244, -3.64171], [-1.72667, -8.93745, -3.90344], [-2.13209, -8.39231, -2.26643], [3.83673, 3.79001, 4.88921], [5.09040, 2.89940, 4.70358], [5.06864, 1.69432, 5.72814], [4.95458, 2.02882, 7.18968], [4.80738, 0.85256, 7.94897], [5.15743, 2.31256, 3.30134], [3.00476, 3.46859, 4.26262], [4.15198, 4.71456, 4.40557], [3.42245, 3.92904, 5.88779], [6.03860, 3.43091, 4.78433], [5.86216, 0.97503, 5.52554], [4.18265, 1.10121, 5.50157], [4.03078, 0.20775, 7.53764], [4.76624, 1.28259, 8.94971], [5.72892, 0.28539, 7.81785], [4.33952, 1.73456, 3.17084], [5.94722, 1.69297, 3.18971], [-1.06215, 10.22452, -5.22792], [-1.99418, 9.05998, -5.57040], [-1.80871, 7.81976, -4.67591], [-2.77598, 6.82228, -4.99158], [-2.38620, 5.50512, -4.61803], [-3.34803, 9.53874, -5.48594], [-1.34464, 11.14146, -5.74512], [-0.00643, 9.97293, -5.32922], [-0.99386, 10.54056, -4.18697], [-1.79123, 8.79504, -6.60806], [-1.80016, 8.03050, -3.60651], [-0.82231, 7.40678, -4.88704], [-2.38660, 5.36334, -3.53728], [-1.42765, 5.17274, -5.01650], [-3.14187, 4.84954, -5.05079], [-3.42751, 9.94164, -4.56319], [-3.84420, 8.66429, -5.38977], [-4.91526, -5.50265, 2.95927], [-3.77209, -5.37671, 1.96353], [-2.56239, -6.33918, 2.14020], [-1.60041, -6.18055, 1.14796], [-0.39264, -6.86971, 1.51517], [-4.33857, -5.51630, 0.67602], [-5.36672, -6.49081, 3.04774], [-5.79070, -4.86823, 2.82063], [-4.47959, -5.31203, 3.94007], [-3.35742, -4.37090, 2.03038], [-2.99498, -7.33964, 2.14606], [-2.12610, -6.27668, 3.13710], [0.36585, -6.83909, 0.73297], [-0.50820, -7.90980, 1.82005], [0.03355, -6.26632, 2.31666], [-4.62199, -6.48567, 0.68677], [-5.21695, -5.01790, 0.66397], [-2.77072, -1.21902, 7.97175], [-4.23108, -0.95760, 8.43703], [-4.75262, -1.92610, 9.48609], [-4.78285, -3.26755, 8.94782], [-4.94523, -4.25796, 9.94771], [-4.36061, 0.38050, 8.91242], [-2.31520, -0.48684, 7.30503], [-2.63179, -2.21156, 7.54320], [-2.13721, -1.32480, 8.85241], [-4.86078, -1.09413, 7.55786], [-5.75145, -1.66039, 9.83228], [-4.01408, -1.92487, 10.28774], [-5.70871, -3.90359, 10.64026], [-4.00929, -4.48326, 10.45894], [-5.26910, -5.19522, 9.49525], [-3.83802, 0.70814, 9.71220], [-3.97954, 0.94861, 8.16937], [4.49375, 3.24111, -5.61957], [5.90556, 3.71500, -5.48122], [6.50807, 3.29927, -4.08429], [7.86516, 3.61702, -3.80331], [8.27984, 3.33125, -2.49080], [6.64512, 3.02323, -6.49906], [4.39504, 2.15691, -5.67301], [3.98451, 3.70174, -6.46608], [3.90510, 3.59038, -4.77128], [5.86745, 4.79085, -5.65200], [6.48829, 2.20982, -4.11242], [5.86091, 3.63199, -3.27276], [7.77369, 3.95173, -1.75127], [9.35135, 3.49874, -2.38174], [8.10610, 2.27465, -2.28706], [7.59955, 3.08957, -6.17537], [6.41347, 2.04352, -6.58040], [5.35841, 8.84173, -2.27415], [4.17771, 9.57707, -1.61477], [3.31302, 8.67978, -0.73212], [2.91794, 7.61324, -1.58463], [2.17741, 6.62647, -0.97321], [4.72557, 10.60283, -0.80715], [5.94550, 8.38659, -1.47649], [6.05130, 9.57162, -2.69280], [5.05450, 8.15503, -3.06421], [3.55754, 9.94821, -2.43071], [2.45830, 9.21676, -0.32079], [3.84264, 8.27974, 0.13250], [1.21741, 7.13316, -0.87433], [2.47982, 6.37145, 0.04247], [2.12958, 5.76363, -1.63753], [5.60522, 10.24541, -0.46281], [4.16510, 10.72124, 0.02468], [4.67319, -5.31571, 5.01077], [5.94545, -5.84470, 4.29077], [5.79258, -7.19043, 3.52389], [5.65591, -8.28297, 4.43007], [5.69054, -9.51182, 3.71789], [6.31728, -4.83580, 3.33828], [4.87224, -4.47560, 5.67610], [4.38967, -6.08125, 5.73303], [3.77884, -5.07755, 4.43498], [6.81588, -5.80552, 4.94569], [6.67591, -7.34573, 2.90445], [4.95538, -7.12758, 2.82874], [6.53513, -9.72734, 3.06344], [4.78236, -9.53259, 3.11550], [5.56727, -10.33436, 4.42240], [5.53289, -4.70174, 2.71630], [6.90595, -5.31577, 2.67254], [-5.68073, -0.15544, -3.28559], [-5.19352, -1.65490, -3.32288], [-5.80160, -2.47283, -4.45367], [-5.54198, -3.79184, -4.20144], [-6.06442, -4.74299, -5.14126], [-3.73551, -1.67718, -3.38394], [-5.10409, 0.35663, -2.51529], [-6.72492, -0.02755, -3.00026], [-5.52671, 0.32254, -4.25302], [-5.50417, -2.10871, -2.38179], [-5.38330, -2.15069, -5.40727], [-6.89020, -2.44962, -4.40372], [-7.07676, -4.49032, -5.45658], [-5.97536, -5.73138, -4.69041], [-5.57063, -4.64627, -6.10816], [-3.44941, -0.97303, -2.71880], [-3.41654, -1.38455, -4.29647], [-7.56842, 0.56198, 2.52115], [-8.07884, 1.74369, 1.67153], [-9.45933, 1.54112, 1.05852], [-9.49433, 0.61920, 0.02901], [-10.59544, 0.82312, -0.85147], [-8.01073, 2.85522, 2.60288], [-8.35966, 0.31961, 3.23059], [-6.67703, 0.83742, 3.08476], [-7.42296, -0.32658, 1.90682], [-7.42185, 2.09935, 0.87783], [-9.74635, 2.50803, 0.64526], [-10.17127, 1.18255, 1.80194], [-10.41235, 1.72116, -1.44146], [-11.56611, 0.91427, -0.36405], [-10.66035, -0.04369, -1.50915], [-8.59718, 3.64361, 2.36911], [-7.10107, 3.27341, 2.46969], [1.44546, -3.28997, -7.49731], [0.18025, -2.71107, -6.84928], [-0.57931, -1.86967, -7.91263], [-1.63931, -1.17420, -7.38156], [-2.47801, -0.45829, -8.31314], [-0.55505, -3.85758, -6.29902], [2.10603, -3.89624, -6.87747], [2.07505, -2.54161, -7.97864], [1.06033, -3.85532, -8.34593], [0.51304, -2.01948, -6.07530], [-1.00258, -2.58633, -8.61643], [0.10202, -1.23399, -8.47814], [-3.18642, 0.10906, -7.70952], [-3.01358, -1.13317, -8.98083], [-1.94212, 0.24971, -8.94531], [-0.87106, -4.34059, -7.12784], [0.20635, -4.47586, -6.05801], [-3.70731, 6.96020, 6.90318], [-3.86733, 6.91386, 5.39076], [-3.35265, 5.60076, 4.78413], [-3.83232, 5.34722, 3.45946], [-3.31806, 6.28971, 2.51208], [-5.28768, 7.16048, 5.10596], [-4.37255, 7.72983, 7.29462], [-2.69095, 7.25367, 7.16580], [-3.98555, 6.04594, 7.42741], [-3.32450, 7.78258, 5.01824], [-3.75275, 4.81752, 5.42799], [-2.28170, 5.42476, 4.88502], [-3.95436, 7.17053, 2.59800], [-3.39843, 5.89351, 1.49983], [-2.31810, 6.65092, 2.75232], [-5.43421, 6.87179, 4.14925], [-5.82322, 6.52287, 5.67757], [6.51891, -8.99639, -2.36197], [5.80812, -7.75205, -2.95212], [6.71821, -6.55208, -3.18874], [6.96079, -5.97502, -1.88310], [8.04473, -5.06224, -2.00300], [5.23138, -8.19805, -4.21564], [7.01847, -8.75749, -1.42310], [7.20324, -9.40994, -3.10277], [5.87353, -9.84807, -2.14700], [4.95707, -7.53083, -2.30802], [6.30654, -5.75988, -3.81408], [7.53961, -6.91393, -3.80717], [8.79831, -5.54147, -2.62794], [8.45558, -4.93674, -1.00123], [7.79489, -4.09465, -2.43827], [4.46511, -8.81029, -3.97460], [4.76384, -7.38016, -4.57973]],
  "forces_ev_per_a": [[-0.2, -1.2, -0.2], [-0.2, -1.2, 1.8], [0.8, -0.5, -1.4], [-0.5, -0.4, -0.4], [-1.0, 1.4, 0.1], [0.7, -2.4, 0.7], [-0.7, 2.1, 1.3], [-1.9, 1.6, -2.0], [2.7, -1.9, -2.6], [0.0, 4.1, 1.9], [-0.8, -0.6, 0.6], [-0.9, -0.7, -0.3], [1.6, -1.0, 0.3], [-0.3, -0.8, -0.7], [-0.5, -0.8, 0.5], [0.1, 0.8, 0.0], [-0.1, 0.6, 1.2], [4.4, 2.4, 0.2], [-3.7, 3.0, -1.9], [0.4, -3.0, -2.7], [-0.9, -1.1, 4.0], [0.8, 0.2, -1.4], [-0.1, -2.2, 0.5], [-0.8, 0.6, 0.9], [0.3, 0.4, -3.1], [1.3, 0.7, -0.7], [-0.7, 0.9, 1.3], [0.0, -0.5, -0.1], [-0.4, 0.5, 0.5], [0.7, 0.0, 0.1], [-0.3, 0.3, 0.4], [0.7, 0.3, 0.3], [-0.5, 0.1, -0.1], [-0.6, 0.1, 0.6], [-0.6, -1.0, 0.2], [0.2, -0.4, 0.4], [-0.3, -0.1, -0.2], [0.3, 0.0, 0.2], [0.9, -0.1, 0.7], [0.8, 0.5, 0.7], [1.0, -0.3, -0.7], [0.4, 0.0, 0.0], [-0.8, 0.1, -0.2], [-0.6, -0.4, 0.1], [0.2, -0.3, -0.4], [0.1, 0.0, -0.9], [-0.9, -0.3, 0.5], [0.0, -0.3, 0.0], [-0.3, 0.4, 0.2], [0.3, -0.1, -0.1], [0.1, 0.1, 0.2], [0.3, 0.4, -0.1], [0.0, 0.0, 0.1], [-0.2, 0.4, 0.3], [-1.0, 0.0, -0.3], [0.8, -0.6, 1.8], [0.8, 1.1, 1.0], [-1.7, -0.2, 0.7], [0.5, -0.4, -0.8], [0.5, 1.0, 0.3], [0.0, -0.6, -2.3], [0.4, -0.4, -0.4], [0.5, 0.5, -0.3], [-0.4, 0.2, 0.3], [0.0, 0.2, 0.2], [0.0, -0.6, -0.4], [0.1, 0.6, 0.2], [-0.5, 0.1, -0.4], [-0.5, 0.0, 0.0], [0.2, -0.3, 0.4], [-0.2, -0.5, -0.9], [-0.1, 0.3, -0.2], [0.0, -1.5, 0.9], [1.0, -0.9, -0.6], [0.9, -1.2, -0.5], [0.1, 0.5, -0.2], [-0.2, 0.4, -0.3], [-0.7, 1.8, -0.5], [-0.4, 0.2, 0.0], [-0.4, 0.0, -0.5], [0.2, 0.5, 0.3], [-0.3, 0.3, -0.1], [0.0, 0.2, 0.1], [-0.2, 0.1, 0.6], [0.0, -0.3, 0.4], [0.1, 0.3, 0.3], [-0.1, 0.2, -0.2], [0.2, -0.9, 0.4], [-0.3, 0.5, -0.1], [-1.4, 0.4, 0.9], [0.4, -1.0, 0.9], [-0.6, -0.3, 0.1], [0.0, 1.1, -1.1], [-0.1, -0.4, -0.1], [1.4, 0.8, -0.8], [0.1, 0.0, 0.0], [0.3, -0.2, -0.3], [-0.1, -0.2, 0.3], [0.6, 0.1, 0.1], [-0.5, -0.4, 0.2], [-0.1, 0.2, 0.2], [-0.2, 0.0, 0.1], [0.0, 0.2, -0.4], [-0.1, -0.2, 0.3], [0.5, -0.3, -0.6], [-0.2, 0.0, 0.3], [-0.2, 0.4, 0.3], [0.0, -1.3, -0.5], [0.1, -1.0, -1.4], [1.6, 0.6, -0.2], [-1.4, 0.6, 0.2], [0.6, 1.3, 0.8], [-0.1, -0.7, -0.1], [-0.2, 0.2, -0.3], [0.1, -0.1, 0.3], [-0.2, 0.3, 0.1], [-0.4, 0.2, -0.1], [0.5, -0.1, 0.1], [-0.9, -0.9, 0.3], [0.5, -0.3, 0.0], [-0.1, 0.0, 0.2], [0.3, 0.3, 0.2], [-0.2, 0.4, 0.1], [0.6, -1.3, 1.3], [-1.0, 0.5, -0.2], [0.1, 0.3, 1.6], [0.7, -0.1, -0.7], [-1.5, -0.2, 0.4], [0.1, 0.4, -1.8], [0.4, 0.3, -0.4], [-0.3, -0.3, 0.0], [0.4, -0.1, -0.6], [-0.3, -0.9, 0.6], [0.3, 0.0, 0.0], [-0.4, 0.0, 0.0], [0.4, 0.5, 0.2], [-0.1, -0.2, -0.5], [0.3, 0.2, 0.2], [-0.7, 0.6, 0.0], [1.0, 0.2, -0.1], [0.1, -1.0, -0.1], [-0.9, 1.2, 0.0], [-0.6, 0.5, 0.7], [1.0, -2.6, 0.2], [0.2, 1.1, -0.2], [0.3, -0.7, 0.6], [0.1, 0.1, -0.1], [-0.1, -0.3, -0.1], [0.1, 0.1, 0.0], [0.0, -0.2, 0.0], [-0.2, 0.2, -0.4], [-0.3, 1.1, -0.5], [-0.6, -0.1, 0.7], [-0.1, 0.2, -0.3], [0.8, -0.4, 0.1], [0.6, 0.1, 0.0], [0.2, 0.1, -0.2], [-0.5, -0.2, -1.0], [0.6, -0.3, 0.2], [0.0, 0.6, 0.7], [0.1, -1.0, -1.1], [0.5, -0.3, -0.1], [-0.5, 1.4, 0.7], [0.0, 0.1, 0.2], [0.0, -0.1, -0.2], [0.3, -0.1, 0.0], [0.2, -1.2, -0.6], [-0.4, 0.4, 0.2], [-0.2, 0.5, 0.5], [-0.1, 0.1, -0.2], [0.0, 0.1, 0.4], [0.2, 0.1, 0.0], [-0.7, -0.1, -0.2], [0.4, -0.1, 0.4], [-0.2, 0.8, -1.3], [1.2, 1.0, -0.3], [0.2, -1.6, -0.1], [-1.3, 1.5, 0.6], [0.5, -0.4, 0.6], [-0.1, 0.4, 0.0], [-0.4, 0.0, 0.2], [0.1, 0.3, 0.2], [0.3, -0.6, -0.1], [-0.4, -0.1, 0.4], [0.1, -0.4, -0.6], [0.3, 0.2, 0.1], [0.0, -0.1, 0.0], [-0.1, -0.3, 0.0], [0.4, 0.0, 0.1], [-0.8, -0.2, -0.2], [0.0, -0.4, 0.8], [0.3, 0.3, 0.2], [-0.2, 0.4, 0.3], [-0.8, -0.4, 0.4], [1.0, 0.0, 0.1], [-0.8, 0.4, 0.7], [0.5, -0.2, -0.3], [0.1, 0.1, -0.1], [0.0, -0.2, 0.2], [0.1, -0.3, -0.2], [0.1, 0.0, -0.3], [-0.4, -0.3, -0.3], [0.4, 0.6, -0.4], [0.0, 0.3, -0.4], [0.1, -0.2, 0.2], [0.3, -0.4, -0.1], [-0.4, 0.0, -0.2], [-0.3, -0.2, 0.1], [0.3, 0.5, 0.0], [-0.5, -1.4, 0.2], [-1.2, -0.2, 1.1], [0.8, -0.2, -1.6], [0.3, -0.7, 0.5], [-0.1, 0.5, -0.6], [0.2, 0.0, -0.1], [0.4, 0.3, 0.0], [-0.6, 0.3, 0.0], [0.3, 0.7, 0.6], [-0.7, 0.0, -0.1], [1.0, 0.0, 0.7], [0.3, 0.2, 0.0], [0.0, 0.2, -0.1], [-0.3, 0.1, 0.0], [-0.1, -0.4, -0.2], [-0.2, 0.1, -0.5]],
  "mulliken_charge": [1.37, 0.61, -0.18, -0.20, -0.22, 0.85, -0.60, -0.57, -0.32, 0.87, -0.54, -0.59, 0.55, -0.20, -0.22, -0.22, 0.32, -0.32, -0.36, -0.11, -0.21, -1.22, 0.37, -0.67, -0.34, -0.69, -0.67, 0.31, 0.29, 0.32, 0.37, 0.38, 0.28, 0.28, 0.24, 0.31, 0.18, 0.26, -1.62, 0.53, -0.66, -0.36, -0.73, -0.77, 0.39, 0.42, 0.38, 0.23, 0.32, 0.39, 0.29, 0.30, 0.26, 0.29, 0.35, -1.52, 0.31, -0.90, -0.14, -0.86, -0.41, 0.38, 0.43, 0.36, 0.20, 0.37, 0.43, 0.25, 0.31, 0.37, 0.29, 0.24, -1.38, 0.55, -0.71, -0.27, -0.72, -0.68, 0.38, 0.33, 0.29, 0.18, 0.37, 0.34, 0.30, 0.29, 0.23, 0.25, 0.24, -1.37, 0.56, -0.67, -0.38, -0.70, -0.72, 0.32, 0.35, 0.32, 0.25, 0.23, 0.42, 0.28, 0.26, 0.30, 0.30, 0.25, -1.45, 0.47, -0.78, -0.25, -0.72, -0.69, 0.34, 0.43, 0.32, 0.22, 0.39, 0.38, 0.28, 0.31, 0.21, 0.28, 0.28, -1.29, 0.50, -0.70, -0.34, -0.78, -0.70, 0.37, 0.34, 0.28, 0.23, 0.39, 0.37, 0.30, 0.33, 0.27, 0.22, 0.22, -1.36, 0.26, -0.79, -0.21, -0.81, -0.30, 0.41, 0.35, 0.32, 0.21, 0.35, 0.42, 0.33, 0.25, 0.31, 0.20, 0.16, -1.31, 0.53, -0.64, -0.30, -0.79, -0.76, 0.33, 0.36, 0.30, 0.28, 0.33, 0.31, 0.32, 0.34, 0.25, 0.24, 0.24, -1.54, 0.35, -0.87, -0.21, -0.80, -0.51, 0.41, 0.40, 0.41, 0.22, 0.33, 0.39, 0.20, 0.35, 0.34, 0.29, 0.28, -1.63, 0.56, -0.62, -0.34, -0.80, -0.67, 0.42, 0.40, 0.36, 0.24, 0.26, 0.39, 0.32, 0.23, 0.34, 0.25, 0.28, -1.46, 0.61, -0.80, -0.21, -0.75, -0.81, 0.30, 0.36, 0.38, 0.27, 0.37, 0.38, 0.34, 0.23, 0.27, 0.29, 0.24]
}